w | Below is a structure of composition C5H11IN, with properties calculated with ωB97M-V with the def2-TZVPD basis set.

Calculated values
Multiplicity = 1
Frontier orbital gap = 10.17 eV
Total charge = +1
HOMO energy = -13.8 eV

Atoms and positions in Å:
C (-0.46364, 1.00020, 1.08666)
C (-0.39957, 1.12298, -0.41660)
C (-0.97829, -0.39784, 1.35534)
C (0.10151, -0.15231, -1.02054)
C (1.54210, -0.10157, -1.16404)
N (-0.25084, -1.34236, 0.39532)
I (-0.86628, -1.09923, -2.69567)
H (0.54699, 1.13568, 1.48770)
H (-0.96848, 1.78103, 1.60294)
H (-1.35855, 1.38577, -0.86733)
H (0.46687, 1.78741, -0.67827)
H (-0.88615, -0.66538, 2.46111)
H (-2.10347, -0.43476, 1.11950)
H (1.78574, 0.33995, -0.26067)
H (1.84763, 0.38034, -2.03896)
H (2.07818, -0.94750, -1.44103)
H (0.65530, -1.58226, 0.61596)
H (-0.74905, -2.21017, 0.45857)

---

x | Below is the ion C5H11IN with charge +1, with properties calculated with ωB97M-V with the def2-TZVPD basis set.

Calculated values
Multiplicity = 1
Frontier orbital gap (alpha / beta) = 6.17 / 9.16 eV
Total charge = +1
HOMO energy (alpha / beta) = -11.2 / -12.7 eV

Atoms and positions in Å:
C (-1.41531, -0.66781, 0.24397)
C (-0.03089, -0.61075, 0.53500)
C (-2.74379, -0.60128, 1.01268)
C (1.19062, 1.55331, 0.15336)
C (1.96249, -0.45561, -0.87078)
N (0.78019, 0.21943, -0.33609)
I (-4.43674, -0.03599, -0.08825)
H (-1.57985, -0.31105, -0.76769)
H (-1.79228, -1.69975, -0.01962)
H (0.40160, -1.38108, 1.16069)
H (-2.77168, -0.81363, 2.12295)
H (1.75794, 1.61339, 1.05285)
H (1.67997, 2.27861, -0.51734)
H (0.34490, 2.20596, 0.51063)
H (1.46349, -1.25196, -1.42240)
H (2.47635, 0.22523, -1.51827)
H (2.50820, -0.72167, -0.03401)
H (0.20478, 0.45464, -1.21770)

---

y | Below is a cluster of 2 separate species, C5H11IN in total, with properties calculated with ωB97M-V with the def2-TZVPD basis set.

Calculated values
Multiplicity = 1
Frontier orbital gap = 6.66 eV
Total charge = +1
HOMO energy = -12.4 eV

Atoms and positions in Å:
C (0.16561, 0.77417, 0.11425)
C (-0.32254, -0.42145, -2.36408)
C (0.04602, 0.06298, 1.28331)
C (-1.30583, -0.44488, 1.65329)
C (1.32167, 0.03335, 2.03935)
N (1.01583, -0.84908, -2.53413)
I (-1.78411, -1.78405, -2.17916)
H (1.14969, 1.10603, -0.18453)
H (-0.66262, 1.32969, -0.26222)
H (-0.50068, 0.53938, -2.73085)
H (-1.42162, -1.49374, 1.91462)
H (-1.87276, -0.29615, 0.77759)
H (-1.82754, 0.04246, 2.54472)
H (2.16501, -0.12189, 1.41275)
H (1.18801, -0.53717, 2.99009)
H (1.52766, 1.09847, 2.33159)
H (1.57447, -0.06713, -2.90628)
H (1.29117, -1.81587, -2.78804)

---

Most stable structure, least stable structure: w, x.

---

w | Below is a structure of composition C6H9N3, with properties calculated with ωB97M-V with the def2-TZVPD basis set.

Calculated values
Multiplicity = 1
Frontier orbital gap = 8.33 eV
Total charge = 0
HOMO energy = -8.7 eV

Atoms and positions in Å:
C (1.24022, 1.67365, 0.78453)
C (-1.85879, 0.69596, -0.91243)
C (-0.29744, -0.93383, 0.10955)
C (-0.60935, -1.47368, 1.34976)
C (0.76237, -1.16596, -0.83537)
C (1.87732, -1.48086, -1.12341)
H (1.05484, 0.84189, 1.96473)
H (2.54807, 1.69832, 0.41007)
H (0.62809, 2.85724, 1.09014)
H (1.22079, 0.50517, -0.95169)
H (-1.87843, 1.34541, -2.25712)
H (-2.66479, -0.97673, 0.27579)
H (-1.16423, -0.98914, 2.04823)
H (-0.54283, -2.59366, 1.45977)
H (2.71135, -1.56792, -1.96725)
N (0.52513, 1.23039, -0.58109)
N (-0.67709, 0.46931, -0.32802)
N (-2.87522, -0.13556, -0.53618)

---

x | Below is a cluster of 3 separate species, C6H9N3 in total, with properties calculated with ωB97M-V with the def2-TZVPD basis set.

Calculated values
Multiplicity = 1
Frontier orbital gap = 11.28 eV
Total charge = 0
Structure (SMILES) = CC#N.CC#N.CC#N
HOMO energy = -11.1 eV

Atoms and positions in Å:
C (-2.92560, 0.72021, -0.82418)
C (-1.73009, 0.63674, 0.00467)
N (-0.78466, 0.58131, 0.65009)
H (-3.76397, 1.10797, -0.25010)
H (-3.15169, -0.27896, -1.19704)
H (-2.79148, 1.37803, -1.68147)
C (1.57052, -0.23747, 2.94085)
C (2.98398, -0.04990, 3.24447)
N (4.10570, 0.05627, 3.48786)
H (1.03273, -0.64238, 3.79407)
H (1.54176, -1.02216, 2.17449)
H (1.09176, 0.63409, 2.51360)
C (0.03608, -0.52241, -2.73095)
C (1.31575, -0.43959, -2.02288)
N (2.31349, -0.38832, -1.46431)
H (-0.62191, -1.22434, -2.22564)
H (0.21313, -0.76782, -3.77219)
H (-0.43549, 0.45873, -2.64135)

---

Most stable structure, least stable structure: x, w.

---

w | Below is a cluster of 2 separate species, C5H11NS in total, with properties calculated with ωB97M-V with the def2-TZVPD basis set.

Calculated values
Multiplicity = 1
Frontier orbital gap = 9.06 eV
Total charge = 0
HOMO energy = -8.2 eV

Atoms and positions in Å:
C (-2.15524, 1.56762, -1.29497)
C (1.11045, -1.26142, 1.07938)
C (-2.09693, 0.99672, -0.25515)
C (-2.14365, 0.56813, 1.11884)
C (1.40428, -0.76634, -1.55987)
N (1.95705, 0.96374, 0.33810)
S (0.78292, -0.00739, -0.12405)
H (0.99441, -2.17847, 0.69070)
H (-2.39922, 1.78641, -2.30573)
H (0.43483, -1.20670, 1.94444)
H (2.15495, -1.06529, 1.38765)
H (-1.08400, 0.57865, 1.62505)
H (-2.78167, 1.18746, 1.69158)
H (-2.54286, -0.37376, 1.26681)
H (1.96695, -0.02221, -2.05586)
H (2.11617, -1.50752, -1.52726)
H (0.64695, -1.16677, -2.19508)
H (1.63460, 1.90716, 0.17543)

---

x | Below is the molecule C5H11NS, with properties calculated with ωB97M-V with the def2-TZVPD basis set.

Calculated values
Multiplicity = 1
Frontier orbital gap = 9.34 eV
Total charge = 0
Structure (SMILES) = C/C=C\[C@H](S)CN
HOMO energy = -8.6 eV

Atoms and positions in Å:
C (2.19408, -0.65917, -0.75344)
C (1.50715, -0.26130, 0.59156)
C (0.25671, -0.43753, 1.15867)
C (-1.18861, -0.56510, 0.76888)
C (-1.69935, 0.78393, 0.26565)
H (2.99894, 0.05161, -0.91851)
H (2.51043, -1.77061, -0.82137)
H (1.53233, -0.62302, -1.67774)
H (2.28469, -0.05762, 1.28616)
H (0.53725, 0.05631, 2.06680)
H (-1.71206, -0.75280, 1.78333)
H (-0.90753, -0.86082, -1.33934)
H (-2.70006, 0.77784, -0.04279)
H (-1.32201, 1.44833, 1.03253)
H (-1.75938, 1.93155, -1.29639)
H (-0.15188, 1.70804, -0.66206)
N (-0.93752, 1.09780, -1.06689)
S (-1.44317, -1.86745, -0.37504)

---

Most stable structure, least stable structure: x, w.

---

w | Below is a cluster of 2 separate species, C4H8Cl2Si in total, with properties calculated with ωB97M-V with the def2-TZVPD basis set.

Calculated values
Multiplicity = 1
Frontier orbital gap (alpha / beta) = 8.17 / 8.16 eV
Total charge = 0
HOMO energy (alpha / beta) = -9.0 / -8.2 eV

Atoms and positions in Å:
C (-2.43534, -0.46653, 0.36957)
C (-1.48967, -0.77907, -0.51148)
C (1.63739, 0.57882, 2.06543)
C (-0.42019, 0.12245, -0.60487)
Si (1.12629, 0.05407, -1.60934)
Cl (1.93903, 1.69304, -2.39208)
Cl (0.47575, -1.42874, -2.80472)
H (-3.35924, -1.01859, 0.37872)
H (-2.31219, 0.40879, 1.06476)
H (-1.34777, -1.69002, -1.08332)
H (2.00953, 1.59694, 1.67515)
H (1.08907, 0.59171, 2.89067)
H (1.57603, -0.34527, 1.49004)
H (-0.65306, 1.13150, -0.11140)
H (2.16438, -0.44910, -0.81712)

---

x | Below is the molecule C4H8Cl2Si, with properties calculated with ωB97M-V with the def2-TZVPD basis set.

Calculated values
Multiplicity = 1
Frontier orbital gap = 10.76 eV
Total charge = 0
Structure (SMILES) = C/C=C/[Si](C)(Cl)Cl
HOMO energy = -10.0 eV

Atoms and positions in Å:
C (-0.97419, -0.58916, 0.98119)
C (-0.32516, -0.39818, -0.13305)
C (-1.95362, -1.62390, 1.27300)
C (2.24231, 0.99113, -1.51887)
Si (0.76632, 1.17698, -0.42503)
Cl (1.41125, 1.87934, 1.40116)
Cl (-0.40472, 2.59923, -1.23219)
H (-0.82316, 0.05680, 1.76936)
H (-0.58501, -0.94834, -0.96416)
H (-2.41492, -2.26745, 0.55032)
H (-2.80736, -1.45279, 1.92476)
H (-1.47141, -2.32061, 1.85418)
H (3.17762, 0.49737, -1.33045)
H (1.71749, 0.40628, -2.31824)
H (2.44455, 1.99330, -1.83199)

---

Most stable structure, least stable structure: x, w.

---

w | Below is a structure of composition CHCl4P, with properties calculated with ωB97M-V with the def2-TZVPD basis set.

Calculated values
Multiplicity = 1
Frontier orbital gap = 8.56 eV
Total charge = 0
HOMO energy = -9.7 eV

Atoms and positions in Å:
C (-0.81234, 2.23504, -1.18684)
P (-0.17722, -1.60303, 0.25815)
Cl (-0.07551, 1.73068, 0.18096)
Cl (1.72319, -1.26972, 0.16996)
Cl (0.37217, 2.32553, -2.44880)
Cl (-0.34315, -2.78838, 1.85569)
H (-0.68715, -0.63012, 1.17088)

---

x | Below is a structure of composition CHCl4P, with properties calculated with ωB97M-V with the def2-TZVPD basis set.

Calculated values
Multiplicity = 1
Frontier orbital gap = 8.73 eV
Total charge = 0
HOMO energy = -9.1 eV

Atoms and positions in Å:
C (1.63577, 1.08507, 1.24853)
P (0.04236, -0.61222, 0.88237)
Cl (2.96810, 0.45647, 0.33646)
Cl (1.16080, 2.52702, 0.45136)
Cl (1.65845, 1.20834, 2.93691)
Cl (-1.32377, 0.13795, 2.03194)
H (0.97623, -1.13447, 1.93188)

---

Most stable structure, least stable structure: x, w.